The following is a quantum chemistry calculation of a molecular structure, C2H2NO2S2 at a distorted geometry, from OMol25.

Positions of all 9 atoms, in Å:
C 1.000 -0.146 -0.251
C 0.354 -1.279 0.047
N 4.258 1.147 0.792
O 4.739 1.533 -0.160
O -0.943 -1.584 0.164
S 2.621 -0.675 -0.426
S 1.572 -2.463 0.271
H 0.661 0.885 -0.363
H -1.562 -0.823 0.435

E_HOMO (spin up / spin down) in eV: -13.96 / -12.91
Energy in eV: -29350.068
Orbital gap (spin up / spin down) in Ha: 0.3049 / 0.1955
Spin multiplicity: 1
Net charge: +1
ΔE to the lowest compared entry with this formula, charge and spin in kJ/mol: 22.26
LUMO energy (spin up / spin down) in eV: -5.7 / -7.6

So, what does the natural (NBO) scheme give us? The charges, in e, come out as: number 1, C, carries -0.514; number 2, C, carries 0.222; number 3, N, carries 0.345; number 4, O, carries -0.071; number 5, O, carries -0.607; number 6, S, carries 0.480; number 7, S, carries 0.335; number 8, H, carries 0.273; number 9, H, carries 0.536